A cluster of 8 separate species, C44H112N8O14 in total in a non-equilibrium geometry, computed with wB97M-V/def2-TZVPD.

Summary:
SMILES string ... COC[C@H](C)N.COC[C@H](C)N.COCCNCCOC.COCCNCCOC.COCCNCCOC.COCCNCCOC.COCCNCCOC.COCCNCCOC
Orbital gap ... 8.885 eV
Total charge ... 0
Strongest force on any atom ... 0.0568 hartree/bohr
Energy ... -3234.729063 a.u.
LUMO energy ... 0.616 eV
HOMO level ... -8.27 eV

Cartesian coordinates (Å):
H 8.637 0.991 5.638
H 0.388 5.463 3.211
C -0.459 5.570 0.623
H 5.125 3.271 1.492
H -6.061 -3.365 1.128
H 1.899 2.885 -1.440
H -4.138 4.072 -3.210
H 5.609 -1.249 -1.265
H 0.594 2.089 0.604
C 2.675 2.105 -1.603
H -4.816 4.671 -4.720
H -0.747 6.466 1.195
H 5.013 4.799 -4.050
H -7.729 6.636 -1.458
H 0.236 -7.409 -2.931
C 0.783 4.808 2.424
H 3.189 0.070 3.388
O 3.858 3.586 -2.997
H 3.418 -1.440 4.297
H 5.498 0.774 3.711
H -2.341 4.119 1.203
H 6.269 1.951 5.746
H -5.575 -2.056 3.091
H 5.659 0.499 0.127
N -2.696 4.668 0.418
C -5.021 1.307 -3.197
H -0.033 -0.748 -1.679
H 0.439 5.810 0.028
O -0.924 -5.741 -3.154
H 0.875 -5.308 -2.206
H 6.607 0.172 1.568
C 6.490 0.888 5.537
H 3.719 -0.319 -5.411
C -5.078 4.412 -3.685
H 3.193 -1.084 -0.678
O 3.000 -3.156 -0.342
H -0.997 -3.035 -4.411
H 3.787 1.448 5.335
H -4.673 -5.479 2.608
H -4.748 6.384 -2.721
H -2.319 -3.518 -3.389
H 0.082 -6.781 -4.613
C 2.683 -2.310 -6.487
C -0.243 1.425 0.839
H 3.940 2.817 2.698
H 0.919 -0.503 3.127
O 4.932 1.261 1.913
H -5.512 -5.492 -0.177
H -5.625 1.043 1.628
C -1.618 -6.140 1.757
H -3.158 2.986 -0.855
H 1.140 -1.954 4.129
C 3.799 -1.961 -0.388
C -4.317 -3.158 5.175
H 9.890 2.114 4.078
H 9.604 0.799 2.932
C -5.368 0.100 -1.245
H -5.208 -0.884 -1.716
C 4.977 -2.140 -1.354
H -1.676 -1.950 3.781
C -4.794 1.554 2.139
H -6.762 1.546 -4.298
H -0.950 -3.772 -1.461
H 2.334 -1.350 -6.911
N 5.464 0.334 4.651
O -6.252 5.302 -1.879
C 4.303 -1.053 -3.449
N 3.775 2.209 -0.640
C 3.171 -0.384 4.398
N -5.365 -5.189 1.911
H -6.187 6.246 -3.706
H 0.870 -0.404 0.517
H -3.253 -6.427 -0.446
H -1.284 -6.501 2.725
H -1.887 6.121 -0.822
C 3.984 -1.285 -4.941
H 2.682 3.428 0.757
C -5.411 -3.158 3.091
H 1.405 -2.717 0.902
H -1.161 1.942 0.561
H -1.987 -2.755 2.271
H -4.169 4.415 -1.091
C -0.444 -6.954 -3.661
C 4.345 2.517 1.724
C -4.633 3.240 0.609
H 1.060 3.863 2.902
H 6.575 1.845 0.790
C -1.169 -0.822 0.779
H 5.515 -3.018 -0.995
H -5.495 2.861 0.023
C 4.314 3.980 -4.220
H -6.583 3.362 -2.809
H -1.105 -1.848 0.361
C 4.140 0.402 5.231
H 4.884 -1.672 -5.443
H -5.166 2.248 2.903
O -0.217 4.492 1.505
H -4.438 0.493 -0.830
O 1.868 -0.172 4.892
O -1.069 -0.880 2.172
H 4.245 -1.722 0.590
H -3.102 -4.841 0.270
C -5.562 5.691 -2.981
C 6.027 0.942 1.073
C -4.992 -5.881 0.705
H 5.183 -0.419 -3.382
H 3.844 -2.943 -2.830
H -0.996 -6.505 0.937
H -2.981 -1.336 2.722
O 2.947 -2.168 -5.123
N -6.177 3.447 -3.738
H 4.903 3.199 -4.729
C -5.263 -3.734 1.777
C 0.926 -0.875 4.163
C 9.200 1.769 3.290
H 1.676 5.239 1.963
H 3.388 -0.665 -2.963
C -1.969 -1.758 2.748
C 3.260 2.486 0.698
H -5.036 3.950 1.344
N 4.671 -2.343 -2.782
O -5.919 0.985 -2.147
O -2.913 -6.437 1.619
H -0.034 -0.704 4.631
H -1.184 0.383 -1.416
H -3.379 -3.458 5.626
H -1.173 4.507 -1.111
H -1.547 -1.928 -3.129
H 2.425 2.226 -3.734
H -1.285 -7.602 -3.869
H 1.951 -3.090 -6.615
C -3.637 3.849 -0.334
C -0.412 -3.574 -2.399
H 2.138 1.170 -1.432
C -5.821 2.093 -4.172
H 3.487 4.298 -4.859
H -6.048 7.210 -1.143
C -0.083 0.053 0.248
H -4.205 0.789 2.648
H 4.142 -0.001 6.253
C 0.108 -4.894 -2.891
H 2.020 -4.370 0.933
H 4.304 3.037 -0.935
C -6.732 6.360 -1.109
H 3.600 -2.550 -7.050
H 0.674 -4.692 -3.825
H -6.063 -0.054 -0.418
H 1.465 -3.126 -1.595
H 6.509 0.271 6.440
C -1.538 5.202 -0.328
H 3.998 1.513 -3.204
H -0.203 1.360 1.939
H 2.938 -3.046 1.735
H -4.129 1.826 -2.827
N -0.201 0.169 -1.235
H 9.160 2.461 2.461
C -1.371 -2.971 -3.383
H -4.271 -3.446 1.386
H 1.162 -2.446 -3.047
C 3.256 2.295 -3.005
H -5.176 -3.666 5.658
C 2.328 -3.325 0.877
O 7.896 1.613 3.794
O -4.248 -3.481 3.798
H 7.975 -0.279 4.564
H -5.356 2.118 -5.162
C 7.843 0.765 4.906
H -2.165 -0.419 0.504
H -5.296 -6.922 0.822
C -3.505 -5.852 0.468
H -6.793 5.999 -0.085
H -1.474 -5.035 1.787
H -6.330 -3.504 3.611
H 2.628 1.630 0.978
H -4.510 -2.080 5.354
O -3.982 2.175 1.253
N 0.718 -2.639 -2.141
H -4.686 0.380 -3.707

Results of the Mulliken charge analysis, in e, for atoms 1 through 4:
1. H 0.487
2. H 0.342
3. C -0.706
4. H 0.611



A cluster of 11 separate species, C44H119N9O15 in total in a non-equilibrium geometry, computed with wB97M-V/def2-TZVPD.

Summary:
SMILES string ... COC[C@H](C)N.COC[C@H](C)N.COC[C@H](C)N.COC[C@H](C)N.COC[C@H](C)N.COC[C@H](C)N.COC[C@H](C)N.COCCNCCOC.COCCNCCOC.OCCO.OCCO
Orbital gap ... 8.488 eV
Total charge ... 0
Strongest force on any atom ... 0.0671 hartree/bohr
Energy ... -3368.717130 a.u.
LUMO energy ... 0.056 eV
HOMO level ... -8.43 eV

Cartesian coordinates (Å):
C 4.949 4.952 6.303
H 10.155 5.644 1.073
H -1.532 -9.104 -2.518
C 1.233 10.925 -5.309
H 6.607 4.250 -0.823
H 5.096 -2.986 -3.298
C 1.677 3.500 6.508
C -2.557 -9.464 -2.426
N -3.733 -1.464 6.764
H -4.039 -13.381 -8.597
H -2.397 -0.118 11.187
H -1.874 6.606 1.772
O -3.054 -9.766 -3.722
C 3.668 -2.839 7.438
H -4.953 -9.489 -5.751
H 3.214 -2.396 5.318
H 3.056 -2.022 7.821
N -0.412 6.437 -4.257
O -6.354 -0.668 -1.533
C 5.207 4.380 7.725
H -0.702 9.196 -4.590
C 3.468 5.054 6.055
N 4.655 -1.196 5.735
H 0.331 11.536 -5.309
H 5.712 -3.905 6.058
H -5.267 -1.507 -5.218
H -5.422 -1.992 5.641
H -1.301 -0.436 -6.654
H -5.129 -0.252 -3.192
O 1.229 9.774 -4.415
H -5.446 6.488 0.892
H -1.578 -3.022 6.496
H -1.608 0.789 9.858
C 6.985 4.395 0.189
C -6.159 -0.552 -3.001
O 3.025 -4.059 7.616
H 8.832 2.494 0.553
C 0.846 0.556 0.126
H 2.637 7.578 -3.926
H 4.653 -4.184 -4.397
O 5.294 -1.460 -5.998
H 0.320 -0.244 2.110
H -0.577 1.355 -7.157
C 3.411 -2.529 -4.648
H -3.044 -8.540 -2.111
C 8.380 5.062 0.027
H 7.536 1.920 -0.556
H 6.244 4.378 8.061
H -4.536 -11.161 -3.207
H 3.993 -0.477 5.991
H -7.477 -2.150 -3.577
C -3.502 -1.246 9.325
C -1.690 -0.176 10.359
H 1.395 2.467 6.305
H 3.527 -3.643 -2.967
H -5.602 -3.198 -1.918
H -5.026 -2.113 8.145
N 5.679 6.222 6.273
H 1.500 3.798 7.542
H -3.080 -11.094 -5.983
O -2.679 -3.891 5.044
H -6.826 0.177 -3.460
H -0.582 -2.167 1.280
H -1.465 -14.480 -7.810
H -4.301 8.363 2.599
C -0.040 -0.244 1.081
C 4.211 -3.401 -3.781
H 1.821 -3.669 -5.429
H 4.515 -2.792 8.122
H 7.728 1.329 1.194
C 7.802 2.146 0.476
H -2.924 1.863 -9.015
O -2.248 -12.582 -8.085
C 4.068 -2.523 5.984
H 4.922 0.041 -4.404
C -4.511 -11.743 -7.221
H -5.567 1.151 -1.061
C 0.283 8.789 -4.820
C 9.235 5.107 1.307
C -2.321 2.154 -8.155
H 8.885 4.474 -0.739
H -6.891 6.336 -1.642
C -1.371 -13.615 -8.465
H -0.903 0.679 -8.729
H -4.085 -1.699 4.686
C 4.912 -3.648 5.363
C -1.379 0.989 -7.799
C 5.291 -0.119 -5.417
O -4.862 6.680 -1.013
N -6.161 -1.920 -4.996
H 2.056 6.522 -5.160
H 5.365 -3.445 4.393
H -0.262 5.698 -3.585
O 3.065 3.683 6.121
H 4.828 0.673 -6.005
H -1.054 0.154 1.071
H 2.976 5.697 6.785
O -2.056 -0.106 -7.146
H 1.524 10.563 -6.295
H 0.381 -0.139 -1.564
O -1.676 3.421 -8.328
H -4.403 -2.716 -3.061
N 8.152 6.390 -0.482
C -4.913 -10.412 -5.171
H -4.072 9.387 1.420
C 4.024 -2.208 -6.054
C -6.415 -1.904 -3.536
C -4.342 -2.143 5.648
O 0.109 0.669 -1.123
H 5.429 4.308 5.566
H -1.452 3.758 -7.457
H 4.295 -4.547 5.351
C -1.740 -4.036 6.129
H 3.227 5.454 5.070
H 4.794 3.372 7.766
C -4.436 -10.200 -3.711
H -1.330 6.705 -3.933
H -5.620 8.134 0.413
C 2.774 -4.257 9.008
H -0.898 -4.615 5.752
H -2.264 -4.598 6.902
H -5.624 -3.968 -3.464
H -0.401 -13.144 -8.303
C -2.774 6.317 1.228
C -3.570 -12.918 -7.729
H 1.852 -3.377 -3.847
H 2.775 -5.327 9.217
H -3.424 5.740 1.886
H -4.321 -4.177 6.350
H -3.533 -3.103 8.035
C -5.450 -3.006 -2.981
H -4.053 -0.306 9.310
H 8.836 5.783 2.063
H 4.902 -0.977 4.781
H 5.300 6.802 7.009
C 1.868 6.833 -4.132
H -2.972 8.056 0.089
H -5.931 -10.781 -5.294
H -2.643 -10.223 -1.649
H 5.523 6.683 5.388
N -4.039 -11.404 -5.908
H -5.561 -12.007 -7.096
H 6.252 5.109 0.562
C -6.494 0.615 -0.861
C -4.042 -3.639 5.444
N 2.005 -2.946 -4.748
O 6.939 3.160 0.903
H 1.983 5.990 -3.451
H 1.013 4.050 5.842
H 9.463 4.103 1.662
C -4.974 7.265 0.292
H -5.739 6.449 -2.905
H -4.508 -10.883 -7.891
H 7.763 6.333 -1.412
C 0.504 7.500 -3.985
H 3.409 -1.461 -6.556
H 4.712 4.914 8.536
H 3.403 -1.507 -4.269
H 1.048 1.566 0.480
H 7.546 6.869 0.169
H -3.541 -13.783 -7.066
O -2.081 -1.106 9.377
H 0.261 8.561 -5.886
H -6.803 -1.202 -5.300
H -6.436 0.421 0.210
H 0.415 7.916 -2.981
H -2.738 -1.601 6.664
H -7.381 1.183 -1.143
H -6.192 7.925 -2.046
C -5.980 6.863 -1.926
H 1.809 0.060 0.007
C -3.936 -2.094 8.117
H 3.558 -3.815 9.623
C -3.563 7.552 0.855
H -4.713 -3.967 4.649
H 1.790 -3.906 9.318
H -3.180 2.259 -7.492
H -2.552 5.769 0.313
H 6.331 0.104 -5.181
H 3.980 -3.096 -6.685
H -3.974 -1.694 10.200
H -0.715 -0.540 10.683
H 1.953 11.710 -5.079
H -1.628 -13.926 -9.478
H -5.138 -9.537 -3.205
O -0.035 -1.608 0.723
N -3.638 8.596 1.874

Results of the Mulliken charge analysis, in e, for atoms 1 through 4:
1. C 0.383
2. H 0.367
3. H 0.270
4. C -0.747